# C30H43BrCaN2P2S

A molecular structure, C30H43BrCaN2P2S in a non-equilibrium geometry (wB97M-V/def2-TZVPD, the Open Molecules 2025 dataset).

Geometry as ORCA input:
```
! wB97M-V def2-TZVPD RIJCOSX def2/J DEFGRID3
* xyz 2 1
C -3.319 -5.638 2.420
C -3.360 -5.148 1.100
C -4.195 -5.799 0.166
C -4.954 -6.898 0.605
N -4.898 -7.342 1.857
C -4.117 -6.743 2.755
C -2.599 -3.973 0.742
C -2.123 -2.815 0.667
C -1.781 -1.440 0.736
C -1.255 -0.825 1.899
C -0.720 0.426 1.850
C -0.458 1.073 0.543
C -1.451 0.638 -0.465
C -2.018 -0.600 -0.388
Ca -1.132 -3.997 -0.977
P -0.239 2.939 0.614
H -4.294 -5.445 -0.862
H -2.691 -5.156 3.167
H -5.621 -7.423 -0.086
H -4.100 -7.135 3.777
H -2.691 -0.960 -1.181
H -1.225 -1.395 2.832
H -1.659 1.268 -1.332
H -0.296 0.881 2.747
C 1.484 3.470 0.351
C 1.689 4.601 -0.645
H 2.036 2.582 0.016
H 1.887 3.732 1.340
H 2.763 4.793 -0.734
H 1.317 4.337 -1.645
H 1.211 5.534 -0.316
C -1.312 3.663 -0.646
C -2.812 3.546 -0.378
H -1.035 3.174 -1.594
H -1.019 4.719 -0.750
H -3.351 4.002 -1.218
H -3.141 2.504 -0.299
H -3.105 4.077 0.535
C -0.764 3.566 2.217
C -0.761 5.091 2.307
H -0.094 3.116 2.964
H -1.772 3.167 2.404
H -1.024 5.391 3.327
H 0.222 5.526 2.088
H -1.500 5.546 1.635
Br 1.393 0.271 0.058
P 0.776 -1.572 -3.808
C 0.002 0.066 -3.438
C 0.403 1.162 -4.423
H 0.317 0.307 -2.411
H -1.092 -0.058 -3.432
H -0.088 2.105 -4.154
H 1.484 1.348 -4.436
H 0.094 0.915 -5.446
C 2.360 -1.352 -2.893
C 3.579 -1.847 -3.670
H 2.275 -1.858 -1.923
H 2.462 -0.273 -2.707
H 4.481 -1.626 -3.090
H 3.542 -2.926 -3.844
H 3.668 -1.346 -4.641
C -0.280 -2.613 -2.763
C -1.552 -2.970 -3.562
H -0.515 -2.067 -1.801
H 0.356 -3.523 -2.597
H -2.269 -3.673 -3.074
H -2.114 -2.065 -3.825
H -1.256 -3.436 -4.513
S 2.168 -1.053 3.449
C 3.323 0.144 3.410
N 4.623 -0.157 3.006
C 5.678 0.708 3.150
C 5.462 1.967 3.669
C 4.152 2.361 3.988
C 3.095 1.472 3.837
H 4.772 -1.095 2.637
H 6.647 0.316 2.847
H 6.307 2.640 3.817
H 3.957 3.362 4.362
H 2.068 1.735 4.077
*
```

The LUMO energy comes out at -6.42 eV. As for the energy above the lowest of the compared OMol25 structures with the same formula, charge and spin: 134.4 kJ/mol.



# C30H43BrEuIN8O5S

A molecular structure, C30H43BrEuIN8O5S in a non-equilibrium geometry (wB97M-V/def2-TZVPD, the Open Molecules 2025 dataset).

Geometry as ORCA input:
```
! wB97M-V def2-TZVPD RIJCOSX def2/J DEFGRID3
* xyz 1 8
Eu 0.001 -1.046 0.422
N 1.723 -1.732 -1.311
C 1.325 -2.699 -2.315
C -0.150 -2.531 -2.732
N -1.153 -2.512 -1.647
C -2.291 -1.616 -1.985
C -3.309 -1.508 -0.846
N -2.770 -0.749 0.277
C -1.559 -3.891 -1.349
C -0.717 -4.526 -0.234
N -0.422 -3.661 0.927
H 2.645 -1.977 -0.934
H 1.816 -0.778 -1.655
H 1.865 -2.630 -3.262
H 1.616 -3.709 -1.977
H -0.233 -1.552 -3.264
H -0.385 -3.398 -3.410
H -1.881 -0.638 -2.252
H -2.842 -2.024 -2.811
H -4.135 -0.928 -1.260
H -3.731 -2.443 -0.529
H -2.881 0.269 0.129
H -3.194 -1.015 1.183
H -2.659 -3.979 -1.116
H -1.421 -4.576 -2.254
H -1.278 -5.434 0.023
H 0.221 -4.915 -0.688
H -1.199 -3.767 1.608
H 0.471 -3.895 1.397
O 0.671 -1.827 2.656
C 0.600 -1.321 3.855
C -0.061 -0.182 4.306
C -0.184 -0.002 5.698
C -0.643 1.255 6.124
C -0.862 2.375 5.254
C -0.696 2.178 3.904
C -0.410 0.884 3.356
O -0.532 0.715 2.078
N -0.959 1.505 7.494
O -1.755 2.441 7.783
O -0.400 0.817 8.403
H 1.035 -1.924 4.702
H -0.052 -0.849 6.370
H -1.293 3.278 5.709
H -0.789 2.990 3.181
C -0.904 5.240 -4.622
C 0.077 4.103 -4.299
C 0.674 4.138 -2.903
N -0.224 3.943 -1.763
C -0.349 2.785 -1.097
S 0.202 1.318 -1.670
N -1.063 2.863 0.045
C -1.796 3.949 0.599
O -1.833 4.124 1.792
C -2.787 4.645 -0.331
C -3.352 4.188 -1.533
C -4.558 4.788 -1.948
C -5.113 5.880 -1.324
C -4.495 6.353 -0.151
C -3.368 5.771 0.352
H -1.223 5.049 -5.630
H -0.388 6.187 -4.563
H -1.782 5.270 -3.957
H 0.906 4.245 -4.991
H -0.449 3.148 -4.484
H 1.198 5.107 -2.682
H 1.394 3.302 -2.800
H -0.883 4.713 -1.576
H -0.915 2.119 0.702
H -2.896 3.373 -2.080
H -4.977 4.401 -2.885
H -6.074 6.296 -1.632
H -4.955 7.074 0.532
H -2.918 6.060 1.310
N 2.537 -0.078 1.073
H 2.913 -0.810 1.693
H 2.317 0.675 1.769
H 3.293 0.238 0.497
Br 7.341 -4.534 2.652
C 6.710 -5.091 0.965
C 7.611 -5.521 0.033
C 7.135 -6.337 -1.003
C 5.850 -6.596 -1.143
C 4.881 -6.008 -0.332
C 5.315 -5.156 0.678
I 3.924 -4.023 1.791
H 8.673 -5.306 0.094
H 7.850 -6.839 -1.715
H 5.529 -7.294 -1.923
H 3.829 -6.228 -0.551
*
```

The LUMO energy (spin up / spin down) comes out at -2.62 / -2.62 eV. Its expectation value of S² is 15.759. As for the energy above the lowest of the compared OMol25 structures with the same formula, charge and spin: 104.8 kJ/mol.



# C30H43ClMoN3O3Si4Te

A molecular structure, C30H43ClMoN3O3Si4Te in a non-equilibrium geometry (wB97M-V/def2-TZVPD, the Open Molecules 2025 dataset).

Geometry as ORCA input:
```
! wB97M-V def2-TZVPD RIJCOSX def2/J DEFGRID3
* xyz 1 1
Mo -1.629 0.498 -0.499
C -4.889 -2.245 -1.550
C -3.804 -1.234 -1.510
N -3.177 -0.868 -0.440
N -3.581 -1.396 0.779
C -2.908 -0.790 1.705
O -1.987 0.103 1.356
C -3.171 -0.983 3.129
C -2.400 -0.284 4.056
C -2.659 -0.426 5.410
C -3.682 -1.265 5.833
C -4.448 -1.965 4.906
C -4.196 -1.827 3.553
C -3.334 -0.527 -2.702
C -3.826 -0.726 -3.976
C -3.297 0.011 -5.024
C -2.284 0.919 -4.761
C -1.834 1.075 -3.466
N -2.353 0.364 -2.455
H -5.106 -2.606 -0.553
H -4.578 -3.086 -2.176
H -5.792 -1.818 -1.990
H -1.612 0.372 3.711
H -2.064 0.113 6.135
H -3.887 -1.372 6.890
H -5.241 -2.619 5.242
H -4.786 -2.361 2.820
H -4.609 -1.455 -4.134
H -3.673 -0.114 -6.030
H -1.844 1.512 -5.550
H -1.050 1.776 -3.216
C 1.475 -0.333 2.479
Si 2.856 0.077 1.292
C 4.433 -0.744 1.858
C 3.186 1.921 1.202
Si 2.295 -0.640 -0.881
Te -0.068 -1.601 -0.854
Si 3.369 -2.697 -1.331
C 5.217 -2.486 -1.471
C 2.709 -3.391 -2.938
C 2.921 -3.871 0.050
Si 2.614 0.931 -2.587
C 4.458 1.202 -2.672
C 1.823 2.611 -2.391
C 1.996 0.159 -4.173
H 1.652 0.127 3.458
H 1.410 -1.416 2.625
H 0.511 0.014 2.102
H 4.719 -0.364 2.843
H 5.250 -0.521 1.167
H 4.341 -1.828 1.934
H 3.102 2.395 2.185
H 2.491 2.422 0.524
H 4.204 2.100 0.843
H 5.472 -1.731 -2.215
H 5.673 -3.428 -1.789
H 5.671 -2.198 -0.521
H 2.935 -2.732 -3.780
H 1.624 -3.521 -2.896
H 3.156 -4.368 -3.148
H 3.346 -3.567 1.008
H 3.286 -4.878 -0.176
H 1.836 -3.933 0.171
H 4.808 1.749 -1.793
H 4.709 1.796 -3.557
H 5.014 0.267 -2.731
H 2.389 3.222 -1.683
H 0.792 2.574 -2.037
H 1.834 3.122 -3.358
H 2.650 -0.659 -4.482
H 1.974 0.893 -4.985
H 0.990 -0.257 -4.054
Cl -2.500 4.625 5.433
C -2.023 4.048 3.879
C -2.962 3.991 2.858
C -2.580 3.507 1.620
C -1.272 3.078 1.416
C -0.335 3.155 2.442
C -0.707 3.650 3.678
C -0.909 2.397 0.170
O -1.611 2.504 -0.946
O 0.067 1.553 0.112
H -3.977 4.314 3.042
H -3.298 3.450 0.813
H 0.680 2.819 2.266
H 0.006 3.715 4.489
*
```

The LUMO energy comes out at -4.54 eV. As for the energy above the lowest of the compared OMol25 structures with the same formula, charge and spin: 0.0 kJ/mol.